1.
Molecular formula: H26O17S
Method: DFT, ωB97M-V with the def2-TZVPD basis set

The geometry in XYZ format:
```
44
H26O17S, DFT ωB97M-V with the def2-TZVPD basis set
S 4.75 8.69 7.68
O 4.74 8.02 6.30
O 5.43 7.72 8.63
O 5.50 9.96 7.65
O 3.34 8.96 8.10
O 2.71 8.83 4.43
H 2.71 9.79 4.48
H 3.47 8.49 5.01
O 8.22 7.40 7.61
H 7.50 7.37 8.18
H 7.77 7.77 6.88
O 4.24 4.80 8.14
H 4.23 4.84 7.18
H 4.76 5.57 8.31
O 4.48 8.34 11.49
H 4.84 7.96 10.65
H 3.58 8.52 11.16
O 7.00 10.90 12.43
H 6.46 11.23 11.74
H 6.79 9.97 12.55
O 2.66 11.17 6.38
H 3.57 11.29 6.57
H 2.41 10.41 7.03
O 1.83 6.93 8.25
H 2.53 6.27 8.34
H 2.42 7.77 8.16
O 2.01 8.94 10.84
H 2.19 9.73 10.27
H 1.62 8.21 10.35
O 0.98 7.09 5.30
H 1.18 6.96 6.23
H 1.57 7.84 5.10
O 5.15 10.75 10.20
H 5.57 10.42 9.38
H 4.93 9.94 10.64
O 4.26 5.43 5.41
H 3.45 5.99 5.34
H 4.87 6.15 5.36
O 2.52 11.36 9.80
H 3.40 10.94 9.57
H 2.56 11.50 10.80
O 7.50 10.27 5.87
H 7.02 10.95 6.40
H 6.95 9.49 5.97
```

relative energy (zero: lowest compared OMol25 entry of this formula, charge and spin) = 1.5 kcal/mol
E_LUMO = 0.18807 hartree
Kohn-Sham gap = 0.34054 hartree
HOMO = -4.149 eV
net charge = -2

=====

2.
Molecular formula: H27O14
Method: DFT, ωB97M-V with the def2-TZVPD basis set

The geometry in XYZ format:
```
41
H27O14, DFT ωB97M-V with the def2-TZVPD basis set
O 1.01 1.83 -1.13
H 0.56 1.18 -1.60
O -4.27 0.22 1.36
H -3.12 1.84 -0.61
H 1.92 -0.65 -3.35
O -0.93 -1.34 2.82
H 1.28 -1.71 -4.10
H -2.77 1.89 1.01
O -2.86 2.56 1.64
H 1.92 -1.50 1.65
H -3.20 2.17 2.47
O 2.29 -2.16 2.11
H 1.16 1.48 -0.31
H -5.14 -0.22 1.06
O 3.29 -0.82 4.23
H 1.49 -2.59 2.05
H -2.27 -0.47 -3.52
O -1.21 0.57 0.50
H -1.25 0.02 -0.37
H 2.89 -1.72 3.88
O 2.04 -0.97 -4.17
H -1.06 -0.47 3.25
H 4.81 -0.56 0.77
O 2.00 -3.12 -2.88
H 2.76 -2.54 -2.85
H -0.14 -1.16 2.26
O -1.59 4.44 -1.84
H -2.23 3.78 -2.23
H -0.86 4.01 -1.33
O -1.71 -0.96 -2.86
H 3.02 -0.05 3.48
H -2.27 1.87 -1.77
O -3.22 2.24 -1.54
H 1.15 0.30 1.27
H -1.60 -2.01 -3.04
O 4.62 -1.61 0.58
H 1.42 -2.96 -2.14
H 3.85 -1.86 1.14
O 0.80 -0.55 1.23
H -3.68 -0.51 1.33
H -0.67 -0.18 1.21
```

relative energy (zero: lowest compared OMol25 entry of this formula, charge and spin) = 151.7 kcal/mol
E_LUMO = 0.07225 hartree
Kohn-Sham gap = 0.30338 hartree
HOMO = -6.289 eV
net charge = -1

=====

3.
Molecular formula: H28HeO14
Method: DFT, ωB97M-V with the def2-TZVPD basis set

The geometry in XYZ format:
```
43
H28HeO14, DFT ωB97M-V with the def2-TZVPD basis set
He -0.46 0.06 -0.38
O -0.45 2.87 0.59
H 0.01 2.71 -0.24
H -0.85 3.73 0.48
O -1.15 0.63 2.31
H -0.83 1.29 1.70
H -1.93 1.02 2.71
O 2.34 -2.13 1.23
H 2.52 -2.87 1.81
H 2.67 -1.37 1.70
O 3.13 0.35 2.23
H 2.83 0.99 1.59
H 2.42 0.30 2.87
O 0.78 2.54 -1.85
H 1.46 2.29 -1.23
H 0.54 1.73 -2.30
O -3.12 1.88 -0.39
H -2.33 2.36 -0.13
H -3.74 2.57 -0.65
O -0.50 -2.13 0.99
H 0.44 -1.99 1.02
H -0.88 -1.28 1.21
O 2.04 -1.60 -1.79
H 2.23 -2.02 -0.95
H 2.08 -2.32 -2.43
O 0.64 0.22 -3.30
H 0.32 -0.27 -4.05
H 1.20 -0.40 -2.83
O 2.49 2.06 0.05
H 2.83 2.92 0.31
H 3.26 1.57 -0.21
O 0.79 -0.28 3.91
H 0.51 -1.16 4.14
H 0.08 0.08 3.38
O -0.67 -3.34 -1.49
H -0.06 -4.07 -1.39
H -0.57 -2.83 -0.69
O -4.23 -0.54 0.51
H -3.85 0.14 -0.04
H -3.92 -1.36 0.14
O -2.96 -0.55 -3.01
H -2.98 -1.50 -2.92
H -2.13 -0.29 -2.61
```

relative energy (zero: lowest compared OMol25 entry of this formula, charge and spin) = 0.3 kcal/mol
E_LUMO = -0.00006 hartree
Kohn-Sham gap = 0.38500 hartree
HOMO = -10.478 eV

=====

4.
Molecular formula: H28LiO18PZr
Method: DFT, ωB97M-V with the def2-TZVPD basis set

The geometry in XYZ format:
```
49
H28LiO18PZr, DFT ωB97M-V with the def2-TZVPD basis set
Li -2.63 -1.77 -2.35
Zr 1.82 0.89 0.17
P -0.38 -0.34 -0.46
O -0.24 1.18 -0.42
O 1.01 -0.57 -1.08
O -1.65 -1.17 -0.78
O 0.40 -0.46 0.87
O 1.21 2.93 1.00
H 1.63 3.79 0.95
H 0.38 3.10 1.44
O 3.18 -0.89 0.70
H 4.13 -1.00 0.74
H 2.85 -1.75 0.48
O 1.03 -1.67 -3.36
H 1.29 -1.05 -4.05
H 0.90 -1.12 -2.58
O -2.00 3.03 -1.20
H -2.52 2.91 -0.41
H -1.43 2.27 -1.24
O 2.06 0.87 2.38
H 2.71 0.27 2.74
H 1.56 1.17 3.15
O 1.49 -3.42 -1.07
H 1.29 -2.74 -1.72
H 0.96 -3.18 -0.30
O 3.48 0.42 -1.51
H 3.78 0.90 -2.29
H 3.65 -0.50 -1.71
O 1.81 2.30 -1.65
H 1.95 3.25 -1.62
H 1.31 2.16 -2.45
O -3.97 0.20 -2.58
H -3.78 0.60 -1.73
H -4.66 -0.43 -2.41
O -2.00 -3.09 1.04
H -1.66 -3.76 0.45
H -2.01 -2.29 0.52
O 0.78 -2.89 1.55
H 0.66 -1.95 1.44
H -0.03 -3.19 1.95
O -1.56 0.15 2.53
H -1.11 0.59 3.25
H -0.86 -0.15 1.96
O -1.27 2.92 2.12
H -1.95 3.30 2.68
H -1.54 2.01 1.99
O -3.74 -0.58 0.99
H -3.24 -0.77 0.20
H -3.08 -0.46 1.67
```

E_LUMO (alpha / beta) = -0.11895 / -0.11969 hartree
multiplicity = 2
Kohn-Sham gap (alpha / beta) = 0.19329 / 0.34103 hartree
HOMO (alpha / beta) = -8.497 / -12.537 eV
net charge = +1

=====

5.
Molecular formula: H28NO16S
Method: DFT, ωB97M-V with the def2-TZVPD basis set

The geometry in XYZ format:
```
46
H28NO16S, DFT ωB97M-V with the def2-TZVPD basis set
N 2.85 -1.21 2.12
H 3.48 -1.08 2.94
H 3.48 -0.75 1.31
H 2.01 -0.61 2.20
H 2.46 -2.16 2.06
S -0.38 -0.19 -0.09
O -1.18 -0.22 -1.29
O 0.17 -1.46 0.34
O 0.81 0.62 -0.45
O -1.13 0.35 1.02
O -3.67 -0.26 -0.97
H -4.01 -0.24 -1.82
H -2.69 -0.21 -1.05
O -1.08 -2.58 -2.73
H -1.07 -1.78 -2.37
H -2.06 -2.85 -2.70
O -0.44 2.80 1.51
H 0.42 2.70 1.74
H -0.63 1.89 1.30
O 1.32 -3.58 -0.14
H 0.84 -4.25 -0.70
H 0.73 -2.87 0.10
O 2.30 1.73 1.44
H 1.69 1.30 0.73
H 2.74 2.33 0.81
O 0.31 3.85 -0.97
H 0.21 3.26 -1.66
H -0.16 3.66 -0.21
O 1.19 1.93 -2.49
H 0.44 1.72 -3.12
H 0.97 1.32 -1.64
O 2.81 -0.67 -1.32
H 2.13 -0.20 -0.95
H 2.57 -1.55 -1.56
O -3.22 1.89 0.65
H -2.39 1.54 1.02
H -3.63 1.11 0.35
O -0.16 -2.59 2.49
H -0.07 -2.31 1.57
H -0.49 -1.77 3.02
O -1.07 0.60 -3.62
H -1.24 0.33 -2.61
H -2.02 0.49 -3.99
O -1.15 -0.34 3.36
H -1.14 0.01 2.44
H -0.87 0.31 3.92
```

relative energy (zero: lowest compared OMol25 entry of this formula, charge and spin) = 0.0 kcal/mol
E_LUMO = 0.06066 hartree
Kohn-Sham gap = 0.29722 hartree
HOMO = -6.437 eV
net charge = -1

=====

6.
Molecular formula: H28NaO18S
Method: DFT, ωB97M-V with the def2-TZVPD basis set

The geometry in XYZ format:
```
48
H28NaO18S, DFT ωB97M-V with the def2-TZVPD basis set
Na 3.46 -0.15 1.04
S 0.18 0.17 0.01
O -0.17 1.54 0.43
O -0.17 -0.73 1.10
O -0.62 -0.13 -1.15
O 1.56 0.06 -0.26
O -0.51 -2.45 -2.94
H -0.46 -3.19 -2.33
H -0.90 -1.74 -2.44
O 2.00 -0.77 -2.82
H 1.31 -0.80 -2.16
H 1.72 -0.08 -3.43
O 1.89 -2.13 1.98
H 1.06 -1.75 1.67
H 1.63 -2.97 2.37
O -0.67 -2.99 -0.37
H -0.51 -2.12 0.00
H 0.00 -3.55 0.02
O -2.99 -0.92 -1.22
H -2.06 -0.75 -1.40
H -3.02 -1.12 -0.29
O 0.65 0.04 3.61
H 0.28 -0.31 2.80
H 1.10 0.83 3.35
O -0.88 0.93 -3.51
H -0.61 0.15 -4.00
H -0.92 0.65 -2.60
O -2.73 -1.37 1.45
H -2.90 -0.99 2.31
H -1.79 -1.26 1.32
O -3.05 2.03 -0.54
H -3.51 1.25 -0.85
H -2.15 1.74 -0.41
O -0.93 4.04 0.81
H -0.59 4.42 0.00
H -0.70 3.11 0.76
O 3.57 -2.26 -0.58
H 3.03 -3.05 -0.55
H 3.00 -1.59 -0.94
O 2.46 2.29 -1.20
H 1.85 2.85 -0.73
H 2.35 1.42 -0.82
O -1.73 1.67 2.57
H -2.27 1.96 1.84
H -1.08 1.10 2.18
O 1.65 2.06 2.27
H 1.00 2.00 1.57
H 2.14 2.86 2.08
```

relative energy (zero: lowest compared OMol25 entry of this formula, charge and spin) = 41.6 kcal/mol
E_LUMO = 0.04250 hartree
Kohn-Sham gap = 0.31165 hartree
HOMO = -7.324 eV
net charge = -1